Run P
Molecular formula: C3H7IOS
Method: DFT, the ωB97M-V functional and the def2-TZVPD basis

Computed properties:
LUMO level: 0.0162 Ha

Positions of all 13 atoms, in Å:
C1 -0.9121 0.3495 -1.0908
C2 0.3220 -0.4953 -0.8689
C3 1.4712 0.2254 2.8630
O1 0.4208 -1.1670 0.0991
S1 2.7174 0.3086 1.6084
I1 -0.1956 1.4514 2.5900
H1 -0.6940 1.4978 -1.0168
H2 -1.6659 -0.0367 -0.3959
H3 -1.2620 0.0514 -2.1669
H4 0.9526 -0.4133 -1.8447
H5 1.2389 -0.8050 2.9413
H6 1.9898 0.4852 3.6826
H7 2.8916 1.5639 1.7969

***

Run Q
Molecular formula: C3H7IOS
Method: DFT, the ωB97M-V functional and the def2-TZVPD basis

Computed properties:
LUMO level: 0.0089 Ha

Positions of all 13 atoms, in Å:
C1 -0.4917 1.5117 0.3541
C2 -0.5296 0.1346 -0.2952
C3 0.2034 -0.9594 0.4963
O1 0.2167 0.1786 -1.5942
S1 1.9066 -0.6914 0.8525
I1 -0.2461 -2.8669 -0.3398
H1 0.5465 1.7526 0.4909
H2 -0.7973 1.4615 1.3637
H3 -1.1736 2.2124 -0.1704
H4 -1.5661 -0.2453 -0.5491
H5 -0.6618 -1.0690 1.5847
H6 0.1203 -0.6881 -1.9734
H7 2.4726 -0.7313 -0.2202

***

Q: Which of them is the least stable? A: run Q.

***

Run P
Molecular formula: C2H10N4O
Method: DFT, the ωB97M-V functional and the def2-TZVPD basis

Computed properties:
LUMO level: -0.3404 Ha
charge: +2

Positions of all 17 atoms, in Å:
C1 0.7702 -0.1880 -1.1709
C2 -0.3583 2.3456 0.9564
N1 1.6934 0.5549 -1.9104
N2 0.4572 -1.4310 -1.5489
N3 0.0216 0.4012 -0.1229
N4 -1.3632 -1.2857 1.8065
O1 0.1955 1.6831 0.0167
H1 -1.0844 2.0535 1.7665
H2 -0.5447 -1.8949 1.9111
H3 -0.0467 3.3635 0.8734
H4 2.0466 0.2000 -2.8652
H5 2.0663 1.4462 -1.5125
H6 0.9070 -1.9748 -2.2227
H7 -0.0189 -2.0889 -0.9154
H8 -1.7823 -0.7491 2.5970
H9 -2.0772 -1.8308 1.2290
H10 -0.8821 -0.6047 1.1126

***

Run Q
Molecular formula: C2H10N4O
Method: DFT, the ωB97M-V functional and the def2-TZVPD basis

Computed properties:
SMILES: CO[N+]([NH3+])=C(N)N
LUMO level: -0.3382 Ha
charge: +2

Positions of all 17 atoms, in Å:
C1 -1.0512 -0.4800 -0.0403
C2 2.3359 -0.4655 0.3682
N1 -1.0479 -1.7645 -0.4231
N2 -2.2355 0.0431 0.2917
N3 0.0898 0.3053 0.0492
N4 0.1737 1.8615 -0.2632
O1 1.1026 -0.4066 -0.4283
H1 2.8442 -0.9868 -0.4359
H2 2.0666 -1.0856 1.1371
H3 2.5885 0.4203 0.8099
H4 -1.6969 -2.4646 -0.0875
H5 -0.2299 -2.1414 -0.8940
H6 -3.1565 -0.3581 0.2427
H7 -2.4335 0.8851 0.7679
H8 0.4559 1.9153 -1.1926
H9 0.8665 2.3362 0.3032
H10 -0.6725 2.3862 -0.2050

***

Q: Which of them is the least stable? A: run Q.

***

Run P
Molecular formula: CH4Br2Si
Method: DFT, the ωB97M-V functional and the def2-TZVPD basis

Computed properties:
LUMO level: -0.0378 Ha

Positions of all 8 atoms, in Å:
C1 1.3063 -1.8965 0.2201
Si1 -0.5566 1.4751 0.0937
Br1 -0.1765 -2.5782 1.0899
Br2 1.5697 -2.3948 -1.4389
H1 0.6262 0.5267 0.0138
H2 -0.7237 2.2038 -1.3261
H3 -0.3243 2.0284 1.4846
H4 -1.7212 0.6355 -0.1372

***

Run Q
Molecular formula: CH4Br2Si
Method: DFT, the ωB97M-V functional and the def2-TZVPD basis

Computed properties:
LUMO level: 0.0070 Ha

Positions of all 8 atoms, in Å:
C1 -0.0195 0.9340 -0.2728
Si1 -0.2625 -0.9377 0.2544
Br1 0.9986 1.7415 1.0919
Br2 1.2119 0.7756 -1.8886
H1 -1.0395 1.6360 -0.5023
H2 0.0969 -0.9957 1.7050
H3 0.6916 -1.8519 -0.4367
H4 -1.6775 -1.3018 0.0490

***

Q: Which of them is the least stable? A: run P.

***

Run P
Molecular formula: C6H12Br6
Method: DFT, the ωB97M-V functional and the def2-TZVPD basis

Computed properties:
LUMO level: 0.0025 Ha

Positions of all 24 atoms, in Å:
Br1 -6.1677 -5.5274 -14.7769
C1 -5.2112 -6.9909 -13.7434
C2 -4.5325 -6.3941 -12.4613
Br2 -3.7182 -7.8063 -11.4334
H1 -4.4203 -7.4435 -14.3415
H2 -5.9528 -7.7179 -13.4125
H3 -5.2488 -5.8146 -11.8789
H4 -3.7472 -5.7004 -12.7618
Br3 -6.8251 -1.9222 -16.5284
C3 -6.3525 -3.0539 -14.9387
C4 -5.4338 -2.2593 -13.9984
Br4 -5.1045 -3.2907 -12.3343
H5 -5.8214 -3.9411 -15.2834
H6 -7.2198 -3.3631 -14.3554
H7 -5.6941 -1.2381 -13.7199
H8 -4.4867 -2.0745 -14.5053
Br5 -5.5492 -4.3376 -10.0697
C5 -7.2236 -4.2070 -11.1199
C6 -7.2912 -5.1822 -12.3101
Br6 -8.9340 -5.1528 -13.4536
H9 -7.1637 -3.1606 -11.4193
H10 -8.0860 -4.2624 -10.4556
H11 -7.1641 -6.2461 -12.1100
H12 -6.4829 -4.9229 -12.9939

***

Run Q
Molecular formula: C6H12Br6
Method: DFT, the ωB97M-V functional and the def2-TZVPD basis

Computed properties:
SMILES: BrCCBr.BrCCBr.BrCCBr
LUMO level: 0.0067 Ha

Positions of all 24 atoms, in Å:
Br1 2.4764 -0.7562 -0.3085
C1 1.9334 0.5217 -1.7397
C2 2.5508 0.2008 -3.0832
Br2 4.3803 0.9244 -3.1603
H1 2.0465 1.5087 -1.2912
H2 0.8661 0.3048 -1.7816
H3 1.9316 0.6444 -3.8629
H4 2.5672 -0.8690 -3.2913
Br3 0.6250 -3.6701 4.2599
C3 0.5780 -1.6963 4.0859
C4 -0.1634 -1.3298 2.7900
Br4 -0.0425 0.5739 2.3204
H5 1.5893 -1.3031 3.9823
H6 0.1624 -1.1633 4.9410
H7 -1.2363 -1.5073 2.8646
H8 0.2478 -1.8477 1.9235
Br5 -3.4800 3.3805 -1.2204
C5 -3.1195 1.4393 -1.5248
C6 -1.9858 0.9118 -0.6484
Br6 -1.7590 -1.0749 -0.7452
H9 -2.8786 1.3197 -2.5810
H10 -4.0636 0.9228 -1.3517
H11 -2.1649 1.1744 0.3942
H12 -1.0612 1.3901 -0.9716

***

Run R
Molecular formula: C6H12Br6
Method: DFT, the ωB97M-V functional and the def2-TZVPD basis

Computed properties:
LUMO level: 0.0005 Ha

Positions of all 24 atoms, in Å:
Br1 1.6940 2.4540 -4.4522
C1 1.3408 0.7132 -3.6443
C2 -0.0003 0.7328 -2.9007
Br2 -0.6096 -1.0784 -2.1777
H1 2.1973 0.4120 -3.0411
H2 1.2216 0.1104 -4.5446
H3 -0.8323 1.0102 -3.5480
H4 -0.0446 1.4073 -2.0456
Br3 2.3092 -1.2995 0.3743
C3 0.4941 -1.8489 -0.3192
C4 -0.3670 -0.7304 0.1348
Br4 -2.2522 -1.0549 -0.3740
H5 0.2530 -2.8369 0.0730
H6 0.6536 -1.7801 -1.3953
H7 -0.0807 0.1701 -0.4086
H8 -0.2104 -0.6778 1.2122
Br5 -2.9591 0.8302 4.2211
C5 -1.1128 1.1891 3.4518
C6 -0.2556 -0.0818 3.3822
Br6 1.1577 0.1361 1.9838
H9 -0.6986 1.9635 4.0974
H10 -1.2645 1.5752 2.4439
H11 -0.8334 -0.9734 3.1388
H12 0.1996 -0.3420 4.3378

***

Q: Which of them is the least stable? A: run R.

***

Run P
Molecular formula: C24H29N3O4
Method: DFT, the ωB97M-V functional and the def2-TZVPD basis

Computed properties:
LUMO level: -0.0187 Ha

Positions of all 60 atoms, in Å:
C1 4.3088 4.5221 -0.7608
H1 4.5525 4.7272 -1.8353
C2 2.7996 3.7625 -0.8415
C3 3.0283 2.4824 -1.5964
O1 1.8190 1.9308 -1.8347
C4 1.4115 1.2114 -0.5516
C5 2.1273 1.0897 0.7685
C6 1.3004 0.2553 1.5594
C7 0.0755 -0.2964 1.4022
C8 -0.6075 -0.0270 0.2722
C9 0.0343 0.3999 -0.6982
H2 -0.4091 0.6000 -1.8010
C10 -1.9494 -0.5325 -0.0743
N1 -1.8790 -2.2118 0.0249
C11 -2.3557 -2.8307 0.9002
O2 -2.1911 -4.0132 1.2691
C12 -2.9537 -1.6286 1.9496
O3 -3.5236 -1.9666 3.0253
C13 -3.0051 -0.5872 1.2446
C14 -3.5468 0.5091 1.7921
O4 -4.3442 0.4412 2.6565
H3 -4.1583 -0.5687 3.2780
C15 -3.7162 1.7388 1.0463
C16 -4.8554 2.4113 1.0590
C17 -5.1717 3.4854 0.0281
N2 -4.1018 4.2781 -0.3347
C18 -2.7807 3.8633 -0.2981
C19 -2.7093 2.3439 0.3956
H4 -1.5048 2.0842 0.5316
H5 -2.0116 4.2768 -0.6626
H6 -6.0555 4.0787 0.1153
H7 -5.8097 2.0036 1.2227
C20 -1.3304 -2.8334 -1.1529
C21 0.2888 -2.7232 -1.3105
C22 0.9089 -3.4145 -0.0203
N3 2.1883 -3.8721 0.0324
C23 2.6012 -4.7451 -1.1481
H8 2.1248 -5.6007 -0.5916
H9 2.6177 -4.4624 -2.0254
H10 3.8020 -5.1588 -0.6997
C24 3.0789 -2.3898 -0.0416
H11 4.2907 -2.8505 0.2149
H12 2.8574 -1.7639 0.5280
H13 3.1216 -1.9452 -1.2168
H14 0.7240 -2.9131 0.7741
H15 0.2429 -4.3021 0.2099
H16 0.5888 -1.6802 -1.3497
H17 0.4512 -3.2259 -2.0998
H18 -1.7848 -2.4153 -2.1598
H19 -1.5540 -3.9447 -1.1065
H20 -2.4529 -0.3328 -0.8861
H21 -0.4660 -0.8190 2.2689
H22 1.6117 0.1785 2.5857
H23 2.9375 1.5032 0.9247
H24 3.7763 1.9136 -0.9710
H25 3.3644 2.5321 -2.3907
H26 2.6426 3.6863 0.0659
H27 2.3314 4.3710 -1.3639
H28 5.0163 3.8213 -0.2761
H29 4.2035 5.5538 -0.0462

***

Run Q
Molecular formula: C24H29N3O4
Method: DFT, the ωB97M-V functional and the def2-TZVPD basis

Computed properties:
SMILES: COc1ccc(/C=C(\NC(=O)c2ccc(C)cc2)C(=O)NCCN2CCOCC2)cc1
LUMO level: 0.0142 Ha

Positions of all 60 atoms, in Å:
C1 7.1424 -2.7200 0.5043
H1 6.9693 -2.8335 -0.5708
O1 5.9322 -2.6374 1.2172
C2 5.0894 -1.6029 0.9535
C3 5.3138 -0.6058 0.0084
C4 4.3795 0.3955 -0.1745
C5 3.1902 0.4272 0.5524
C6 2.9900 -0.5639 1.5194
C7 3.9209 -1.5590 1.7171
H2 3.7722 -2.3188 2.4686
H3 2.1186 -0.5232 2.1565
C8 2.2281 1.4903 0.3075
C9 0.8874 1.4018 0.3612
N1 0.2762 0.1405 0.5049
C10 -0.8581 -0.2909 1.1084
O2 -1.6498 0.4198 1.7123
C11 -1.0956 -1.7559 0.9813
C12 -0.0804 -2.7071 0.9216
C13 -0.3924 -4.0514 0.8377
C14 -1.7127 -4.4834 0.8033
C15 -2.7234 -3.5298 0.8699
C16 -2.4205 -2.1876 0.9674
H4 -3.2035 -1.4476 1.0332
H5 -3.7559 -3.8471 0.8527
C17 -2.0447 -5.9380 0.6871
H6 -2.2850 -6.1816 -0.3482
H7 -2.9106 -6.1862 1.2970
H8 -1.2051 -6.5562 0.9949
H9 0.4064 -4.7783 0.8032
H10 0.9611 -2.4220 0.9759
H11 0.8679 -0.5973 0.1417
C18 0.1065 2.6471 0.0277
O3 0.5599 3.4406 -0.7820
N2 -1.0258 2.8383 0.7155
C19 -1.9777 3.8433 0.3208
H12 -1.4753 4.5123 -0.3811
H13 -2.2926 4.4199 1.1960
C20 -3.2081 3.1790 -0.3176
N3 -2.7961 2.1740 -1.2796
C21 -2.2834 2.6887 -2.5396
H14 -1.5859 3.5029 -2.3490
C22 -3.4034 3.1460 -3.4821
H15 -3.0009 3.4142 -4.4599
O4 -4.3348 2.1067 -3.7154
C23 -4.8849 1.6327 -2.5044
H16 -5.5544 0.8149 -2.7769
C24 -3.7843 1.1472 -1.5515
H17 -4.2212 0.8045 -0.6119
H18 -3.2592 0.3079 -2.0204
H19 -5.4724 2.4309 -2.0226
H20 -3.9241 4.0203 -3.0606
H21 -1.7328 1.8725 -3.0184
H22 -3.7630 2.6610 0.4692
H23 -3.8573 3.9651 -0.7348
H24 -1.3877 2.0634 1.2758
H25 2.6328 2.4506 0.0207
H26 4.5648 1.1638 -0.9105
H27 6.2145 -0.5964 -0.5850
H28 7.6468 -3.6077 0.8826
H29 7.7735 -1.8432 0.6810

***

Q: Which of them is the least stable? A: run P.

***

Run P
Molecular formula: C6H6OS
Method: DFT, the ωB97M-V functional and the def2-TZVPD basis

Computed properties:
LUMO level: -0.0068 Ha

Positions of all 14 atoms, in Å:
C1 1.4077 1.4512 -1.0021
C2 0.5700 0.4185 -0.4031
C3 0.4757 -0.7583 -1.0312
C4 -0.3303 -1.5668 0.0437
C5 0.3301 -0.9565 1.3325
C6 -0.3502 0.3517 0.8028
H1 1.6409 1.1256 -2.0349
H2 0.7553 -1.0393 -1.9525
H3 -0.2962 -2.7285 -0.1726
H4 1.4662 -0.9980 1.2837
H5 -0.2033 -1.3864 2.1191
H6 -0.7760 1.1213 1.4536
O1 1.6707 2.5602 -0.3890
S1 -1.7857 -0.6384 0.2474

***

Run Q
Molecular formula: C6H6OS
Method: DFT, the ωB97M-V functional and the def2-TZVPD basis

Computed properties:
SMILES: C#C/C(C=S)=C\OC
LUMO level: -0.0077 Ha

Positions of all 14 atoms, in Å:
C1 -2.1153 0.1952 0.0018
C2 -0.2197 -1.2726 -0.0095
C3 0.8165 -0.3764 -0.0046
C4 2.1427 -0.9808 -0.0021
C5 0.7064 1.0551 -0.0027
C6 0.6829 2.2629 -0.0044
H1 -3.1984 0.0224 0.0050
H2 -1.8281 0.7480 -0.8931
H3 -1.8439 0.7573 0.9004
H4 0.0166 -2.3188 0.0015
H5 2.1233 -2.0861 0.0235
H6 0.6738 3.3269 -0.0076
O1 -1.5300 -1.1157 -0.0059
S1 3.5732 -0.2173 -0.0023

***

Q: Which of them is the least stable? A: run P.